1.
A molecular structure, C15H20F4N3Pd in a non-equilibrium geometry, computed with wB97M-V/def2-TZVPD.

## Properties
- charge = +3
- LUMO energy (alpha / beta) (eV) = -14.3 / -14.4
- gap between HOMO and LUMO (alpha / beta) (eV) = 5.37 / 5.36

```
43
C15H20F4N3Pd | the OMol25 dataset | wB97M-V/def2-TZVPD
Pd 0.454 -0.202 -0.269
C -0.503 -2.427 1.133
N 0.797 -1.709 1.101
C 1.147 -1.077 2.395
C 1.926 -2.470 0.509
C 1.789 -2.711 -0.974
N 1.310 -1.485 -1.616
C 1.288 -1.269 -2.878
C 0.760 0.022 -3.356
F 0.340 0.875 -2.437
C 0.692 0.335 -4.668
F 0.218 1.483 -5.047
C 1.139 -0.606 -5.640
C 1.651 -1.855 -5.264
F 2.042 -2.702 -6.169
C 1.742 -2.203 -3.942
F 2.211 -3.355 -3.610
H -0.429 -3.285 1.808
H -0.776 -2.792 0.146
H -1.279 -1.770 1.514
H 1.308 -1.855 3.147
H 0.331 -0.447 2.730
H 2.063 -0.499 2.302
H 2.017 -3.440 1.007
H 2.841 -1.916 0.712
H 1.113 -3.538 -1.218
H 2.766 -3.018 -1.353
H 1.076 -0.351 -6.699
C -1.997 4.177 1.576
C -1.868 2.832 2.306
C -1.192 3.013 3.683
C -3.273 2.221 2.540
C -1.103 1.870 1.521
N -0.507 1.095 0.914
H -2.571 4.852 2.207
H -2.513 4.073 0.621
H -1.027 4.632 1.377
H -1.790 3.716 4.259
H -0.192 3.435 3.581
H -1.135 2.073 4.232
H -3.841 2.918 3.153
H -3.215 1.269 3.066
H -3.807 2.090 1.599
```



2.
A molecular structure, C15H20FI2N6OSSn, computed with wB97M-V/def2-TZVPD.

## Properties
- charge = +3
- LUMO energy (eV) = -10.4
- gap between HOMO and LUMO (eV) = 7.09

```
47
C15H20FI2N6OSSn | the OMol25 dataset | wB97M-V/def2-TZVPD
Sn -1.078 -1.001 0.971
I -1.853 -1.173 4.300
C -2.141 -3.219 3.878
I -2.136 -3.589 1.754
H -3.117 -3.534 4.232
H -1.336 -3.812 4.298
C 5.231 0.256 0.542
N 3.799 -0.032 0.609
C 3.218 -1.176 1.291
C 1.764 -0.893 1.062
O 0.807 -1.633 1.508
N 1.559 0.191 0.375
C 2.821 0.701 0.099
N 2.980 1.803 -0.600
H 5.737 -0.315 1.316
H 5.408 1.313 0.736
H 5.641 -0.023 -0.428
H 3.465 -1.196 2.356
H 3.524 -2.128 0.850
H 2.172 2.308 -0.929
H 3.893 2.166 -0.828
F -4.028 4.266 1.716
C -3.396 3.122 1.525
C -2.011 3.128 1.509
C -1.331 1.935 1.313
C -2.111 0.796 1.137
C -3.503 0.761 1.151
C -4.149 1.970 1.351
H -1.480 4.060 1.655
H -0.250 1.920 1.302
H -4.085 -0.139 1.006
H -5.229 2.027 1.373
C -0.130 1.736 -3.720
C -1.369 0.834 -3.672
C -1.115 -0.385 -2.853
N -1.278 -0.457 -1.583
N -0.923 -1.698 -1.058
C -0.439 -2.542 -1.967
N 0.004 -3.767 -1.706
S -0.456 -1.852 -3.545
H -0.350 2.633 -4.295
H 0.713 1.232 -4.192
H 0.155 2.035 -2.710
H -1.658 0.540 -4.682
H -2.211 1.364 -3.228
H -0.027 -4.147 -0.774
H 0.300 -4.385 -2.446
```



3.
A molecular structure, C15H20N2O2Sr in a non-equilibrium geometry, computed with wB97M-V/def2-TZVPD.

## Properties
- LUMO energy (eV) = 0.0
- gap between HOMO and LUMO (eV) = 5.12

```
40
C15H20N2O2Sr | the OMol25 dataset | wB97M-V/def2-TZVPD
C -3.860 -0.376 -0.093
C -3.599 1.109 -1.157
H -3.488 -1.313 -0.556
H -4.945 -0.442 -0.092
H -3.557 -0.233 0.965
H -3.095 0.884 -2.121
H -4.622 1.378 -1.392
H -3.161 1.962 -0.596
C 0.284 -2.884 -0.150
C 1.255 -3.870 -0.211
C 2.463 -3.558 -0.864
C 2.623 -2.279 -1.393
H -0.833 -3.038 0.510
H 1.060 -4.841 0.238
H 3.258 -4.296 -0.954
H 3.538 -1.982 -1.900
N 0.404 -1.676 -0.665
C 1.578 -1.334 -1.277
C 1.710 0.058 -1.763
N 0.651 0.893 -1.579
C 0.762 2.190 -1.931
C 3.004 1.866 -2.742
C 1.924 2.720 -2.512
H -0.109 2.823 -1.727
H 1.954 3.776 -2.766
C 2.896 0.527 -2.367
H 3.712 -0.172 -2.526
H 3.922 2.228 -3.202
Sr -1.700 0.201 -0.337
C -1.455 2.626 0.823
H -1.957 3.494 0.368
H -0.365 2.789 0.813
H -1.816 2.474 1.852
C -2.068 -2.966 3.755
O -1.406 -3.427 2.536
C -1.285 -2.580 1.591
O -1.583 -1.382 1.674
H -1.647 -2.009 4.070
H -1.861 -3.757 4.472
H -3.140 -2.886 3.554
```



4.
A molecular structure, C15H20N2O4 in a non-equilibrium geometry, computed with wB97M-V/def2-TZVPD.

## Properties
- LUMO energy (eV) = 0.3
- gap between HOMO and LUMO (eV) = 8.27

```
41
C15H20N2O4 | the OMol25 dataset | wB97M-V/def2-TZVPD
C 3.190 -2.103 1.214
H 2.995 -3.131 1.330
O 1.787 -1.426 1.404
C 0.846 -1.832 0.515
C 0.903 -2.846 -0.659
C -0.106 -3.110 -1.217
C -1.157 -2.367 -0.956
C -1.511 -1.515 -0.034
C -0.366 -1.260 0.776
N -0.316 -0.136 1.741
H 0.506 -0.220 2.439
C -1.523 -0.108 2.664
C -1.909 1.531 2.354
C -2.479 1.826 1.270
O -3.486 1.250 0.597
O -1.501 2.685 0.612
C -1.831 3.125 -0.890
H -2.112 4.107 -0.816
C -0.889 2.842 -1.677
O -0.494 3.527 -2.578
N 0.042 1.720 -1.400
C 1.368 1.429 -1.886
C 2.347 0.760 -1.241
C 1.678 0.068 -2.257
H 0.620 -0.867 -2.091
H 1.954 -0.098 -3.360
H 3.484 1.104 -1.747
H 2.088 0.469 -0.229
H 1.618 2.247 -2.744
H -0.092 1.322 -0.518
H -2.880 2.382 -1.091
H -2.788 1.585 3.188
H -1.129 2.218 2.838
H -1.144 -0.177 3.570
H -2.227 -0.603 2.286
H -2.458 -0.879 0.352
H -2.385 -2.660 -1.666
H -0.013 -3.749 -1.772
H 1.814 -3.416 -0.566
H 3.904 -1.837 2.061
H 3.649 -1.857 0.184
```



5.
A single C15H20N2O4 molecule, computed with wB97M-V/def2-TZVPD.

## Properties
- SMILES = Cc1ccc(OCC(=O)NNC(=O)[C@@H]2CCCO2)c(C)c1
- LUMO energy (eV) = 0.8
- gap between HOMO and LUMO (eV) = 9.43

```
41
C15H20N2O4 | the OMol25 dataset | wB97M-V/def2-TZVPD
C 2.188 2.439 -0.529
C 0.830 2.082 -0.005
C 0.639 1.746 1.328
C -0.620 1.421 1.787
C -1.721 1.437 0.936
O -2.933 1.076 1.516
C -3.687 0.060 0.881
C -2.796 -0.992 0.230
O -2.924 -1.384 -0.912
N -1.837 -1.462 1.059
N -0.759 -2.177 0.542
C 0.458 -2.059 1.112
O 0.629 -1.537 2.196
C 1.568 -2.693 0.267
C 2.887 -1.909 0.434
C 3.153 -1.349 -0.968
C 1.783 -1.473 -1.636
O 1.229 -2.663 -1.107
C -1.564 1.825 -0.398
C -2.715 1.952 -1.350
C -0.280 2.124 -0.837
H 2.300 3.524 -0.561
H 2.968 2.040 0.115
H 2.328 2.060 -1.540
H 1.477 1.717 2.008
H -0.770 1.147 2.821
H -4.363 0.461 0.118
H -4.288 -0.399 1.673
H -1.613 -1.027 1.949
H -0.866 -2.459 -0.428
H 1.658 -3.744 0.560
H 2.739 -1.117 1.168
H 3.693 -2.552 0.777
H 3.877 -1.970 -1.495
H 3.511 -0.324 -0.952
H 1.150 -0.611 -1.378
H 1.825 -1.583 -2.719
H -3.012 0.976 -1.736
H -2.429 2.573 -2.196
H -3.569 2.412 -0.858
H -0.147 2.411 -1.871
```



6.
2 unconnected molecules or ions with the total composition C15H20N4O2 in a non-equilibrium geometry, computed with wB97M-V/def2-TZVPD.

## Properties
- SMILES = Cc1c[nH]c(-c2ccccc2)n1.CNC(=O)CNC(C)=O
- LUMO energy (eV) = 0.2
- gap between HOMO and LUMO (eV) = 8.01

```
41
C15H20N4O2 | the OMol25 dataset | wB97M-V/def2-TZVPD
C -4.942 -0.986 -2.332
C -3.577 -0.493 -1.967
C -3.127 -0.245 -0.700
N -1.831 0.196 -0.870
C -1.542 0.202 -2.221
C -0.259 0.613 -2.803
C 0.051 0.293 -4.135
C 1.284 0.655 -4.688
C 2.220 1.352 -3.918
C 1.918 1.691 -2.597
C 0.686 1.327 -2.046
N -2.586 -0.223 -2.898
H -5.439 -0.259 -2.980
H -5.551 -1.133 -1.436
H -4.864 -1.937 -2.865
H -3.682 -0.370 0.224
H -1.167 0.448 -0.141
H -0.671 -0.249 -4.739
H 1.514 0.393 -5.716
H 3.178 1.632 -4.345
H 2.641 2.233 -1.993
H 0.478 1.602 -1.017
C 1.527 -3.216 2.510
N 1.594 -2.296 1.375
C 1.532 -0.963 1.417
O 1.612 -0.315 0.382
C 1.357 -0.249 2.764
N 1.243 1.205 2.609
C 1.090 2.108 3.574
C 1.034 1.650 5.017
O 0.994 3.294 3.307
H 2.335 -3.008 3.215
H 1.633 -4.243 2.157
H 0.566 -3.121 3.018
H 1.703 -2.688 0.451
H 2.218 -0.483 3.390
H 0.459 -0.634 3.245
H 1.309 1.569 1.668
H 0.920 2.524 5.658
H 0.182 0.988 5.154
H 1.959 1.137 5.271
```



7.
A single C15H20N4O2 molecule in a non-equilibrium geometry, computed with wB97M-V/def2-TZVPD.

## Properties
- SMILES = OCCc1cc(-c2cncc(N3CCCNCC3)c2)on1
- LUMO energy (eV) = 0.4
- gap between HOMO and LUMO (eV) = 8.31

```
41
C15H20N4O2 | the OMol25 dataset | wB97M-V/def2-TZVPD
O 3.687 -6.112 3.637
C 3.127 -4.821 3.498
C 1.624 -4.950 3.177
C 1.089 -3.620 2.737
C 0.392 -3.425 1.490
C 0.139 -2.097 1.395
C -0.496 -1.433 0.264
C -1.212 -2.183 -0.670
N -1.778 -1.651 -1.788
C -1.715 -0.308 -1.953
C -1.017 0.532 -1.058
N -0.952 1.935 -1.251
C -2.222 2.615 -1.661
C -2.274 4.162 -1.408
C -1.495 4.977 -2.446
N -0.050 4.920 -2.207
C 0.608 3.599 -2.253
C 0.319 2.659 -1.072
C -0.319 -0.095 0.013
O 0.682 -1.484 2.495
N 1.283 -2.470 3.312
H 4.680 -6.046 3.656
H 3.679 -4.293 2.685
H 3.231 -4.213 4.416
H 1.075 -5.289 4.066
H 1.481 -5.671 2.386
H 0.149 -4.180 0.753
H -1.359 -3.260 -0.487
H -2.175 0.101 -2.836
H -3.088 2.160 -1.193
H -2.308 2.454 -2.726
H -1.897 4.429 -0.409
H -3.331 4.462 -1.408
H -1.830 5.998 -2.379
H -1.723 4.641 -3.472
H 0.149 5.356 -1.286
H 0.368 3.110 -3.182
H 1.697 3.774 -2.324
H 0.358 3.237 -0.151
H 1.124 1.949 -1.014
H 0.300 0.532 0.651
```



8.
2 unconnected molecules or ions with the total composition C15H20N4O5 in a non-equilibrium geometry, computed with wB97M-V/def2-TZVPD.

## Properties
- SMILES = N[C@@H](Cc1ccc(O)cc1)C(=O)O.N[C@@H](Cc1c[nH]cn1)C(=O)O
- LUMO energy (eV) = 0.5
- gap between HOMO and LUMO (eV) = 9.06

```
44
C15H20N4O5 | the OMol25 dataset | wB97M-V/def2-TZVPD
N -1.946 -0.010 1.473
C -1.978 0.682 0.145
C -3.404 1.365 -0.019
C -4.590 0.408 -0.101
C -4.979 -0.156 -1.351
C -5.954 -1.133 -1.464
C -6.758 -1.424 -0.349
O -7.979 -2.038 -0.594
C -6.527 -0.687 0.814
C -5.378 0.103 1.014
C -0.760 1.662 -0.107
O -0.533 2.020 -1.235
O 0.052 1.956 0.999
H -1.595 0.594 2.076
H -1.319 -0.755 1.441
H -1.896 0.004 -0.658
H -3.407 2.017 -0.780
H -3.585 1.933 0.902
H -4.387 0.233 -2.245
H -6.155 -1.684 -2.375
H -8.486 -2.037 0.146
H -7.198 -0.863 1.620
H -5.085 0.451 1.985
H -0.387 1.739 1.715
N 4.446 1.808 -0.302
C 3.708 0.608 -0.646
C 4.067 -0.515 0.280
C 5.536 -0.850 0.247
C 6.461 -1.530 1.011
N 7.485 -1.913 0.160
C 7.274 -1.192 -0.977
N 6.040 -0.783 -1.044
C 2.201 0.798 -0.358
O 1.671 1.861 -0.533
O 1.566 -0.338 -0.009
H 5.290 1.912 -0.752
H 3.859 2.565 -0.562
H 3.884 0.293 -1.677
H 3.766 -0.256 1.293
H 3.510 -1.343 -0.041
H 6.515 -1.773 2.108
H 8.356 -2.267 0.396
H 8.000 -1.290 -1.698
H 0.601 -0.173 0.053
```



Number 1: DFT total energy -1273.99657 a.u.. Number 2: DFT total energy -2294.15184 a.u.. Number 3: DFT total energy -874.04565 a.u.. Number 4: DFT total energy -993.42337 a.u.. Number 5: DFT total energy -994.04968 a.u.. Number 6: DFT total energy -953.13311 a.u.. Number 7: DFT total energy -952.99718 a.u.. Number 8: DFT total energy -1178.71446 a.u..